1.
C2H3BrSi | ωB97M-V/def2-TZVPD

Geometry as XYZ:
```
7
Properties=species:S:1:pos:R:3:forces:R:3
C -1.162092 -0.756358 -0.073683 4.13 3.39 0.19
C 1.858787 1.040883 -0.277712 -0.41 -0.55 0.04
Si 0.061571 0.603180 -0.023057 -2.31 -1.60 0.35
Br 3.096489 -0.302400 -0.083970 -0.03 -0.01 -0.08
H -2.154752 -0.597242 0.092449 -2.64 1.35 0.44
H -1.045139 -1.761656 -0.118421 1.14 -2.97 -0.68
H -0.654861 1.773594 0.484396 0.12 0.39 -0.26
```
Forces are in eV/Å.

As for the charge: 0. Its LUMO energy (alpha / beta) is -2.2 / -2.1 eV. Its gap between HOMO and LUMO (alpha / beta) is 6.3 / 6.6 eV.

=====

2.
C25H28BN7O2Re | ωB97M-V/def2-TZVPD

Geometry as XYZ:
```
64
Properties=species:S:1:pos:R:3:forces:R:3
C -0.503090 1.232849 -1.978657 -0.10 1.26 -0.18
N -0.160574 1.975606 -0.866818 -0.23 0.47 -0.68
N 0.219566 3.248355 -1.341559 -0.09 -0.76 0.33
C 0.039507 3.285076 -2.665972 0.18 -0.09 0.98
C -0.412801 2.044014 -3.102589 -0.14 -1.17 0.31
B 0.784744 4.313129 -0.378303 0.00 0.40 -0.45
N -0.188795 4.429724 0.819759 -0.63 -0.97 0.44
N -0.513835 3.305996 1.680024 -0.49 2.66 -0.43
C -1.416662 3.824543 2.615826 -0.15 0.81 -1.09
C -1.779694 5.107945 2.233263 -0.08 -1.03 1.03
C -1.002533 5.441096 1.126169 0.94 -0.87 -0.06
Re -0.381001 1.497190 1.055917 5.01 -0.74 -0.69
N 2.173175 3.796817 0.105786 2.16 1.28 -0.30
N 2.203902 2.530044 0.649710 1.12 -1.41 1.26
C 3.473378 2.248201 0.942096 -2.42 -0.83 -0.02
C 4.292293 3.335898 0.570739 1.05 -0.70 0.41
C 3.426059 4.295834 0.039285 -3.60 0.67 -0.70
H 3.739988 1.299740 1.392342 0.09 0.18 -0.06
H 3.602588 5.274813 -0.373736 0.20 0.15 -0.03
H 5.351748 3.399194 0.678680 0.58 0.13 0.03
H 0.924655 5.366720 -0.932469 -0.17 -0.22 0.18
H -0.963883 6.343779 0.531773 -0.03 0.11 0.12
H 0.252569 4.197438 -3.204931 -0.05 -0.04 -0.10
H -2.520849 5.729099 2.705398 0.00 0.10 0.14
H -0.641628 1.757450 -4.115084 0.06 0.02 -0.06
H -1.759489 3.199031 3.427817 -0.06 0.17 0.05
H -0.753059 0.188840 -1.857155 -0.14 0.00 -0.14
H -1.325241 0.694992 2.891378 0.22 0.14 -0.01
C -2.013687 0.587238 2.019731 -1.33 -0.49 1.23
H -2.938997 1.096236 2.290450 -0.10 0.12 -0.33
H -1.898629 0.884113 0.812431 -1.45 -0.31 -0.55
H -2.217635 -0.484570 1.959689 0.15 0.06 -0.21
C -0.038184 -3.008011 -4.029252 -0.02 -0.02 -0.31
C -0.989828 -2.721837 -2.896569 0.45 -0.22 -0.03
C -2.175035 -2.038331 -3.170420 0.31 -0.06 -0.35
C -3.072838 -1.707457 -2.153230 -0.45 0.03 1.39
C -2.766311 -2.049352 -0.843734 -1.03 0.77 -0.74
C -1.563495 -2.718671 -0.551034 0.20 -0.37 1.71
N -1.331394 -2.968518 0.798618 -0.72 0.28 -1.33
C -0.161274 -3.319952 1.509124 0.85 -0.59 0.70
C -0.145707 -4.531881 2.208892 -0.23 0.15 -0.23
C 0.963095 -4.891673 2.966916 0.12 0.11 0.04
C 2.041375 -4.008773 3.099504 0.05 -0.05 0.01
C 2.017509 -2.770755 2.456426 -0.28 0.00 -0.09
C 0.931743 -2.442036 1.648584 -0.41 0.23 -0.11
C 0.884421 -1.156340 0.888648 0.96 -1.66 -3.07
O 0.601900 -0.075610 1.628403 -0.61 2.14 0.28
O 1.058802 -1.096159 -0.330965 -0.65 0.73 2.47
C -0.693823 -3.127592 -1.586764 0.80 0.05 -0.62
C 0.514606 -3.948650 -1.294416 0.38 -0.26 -0.26
H 0.947105 -2.549159 -3.862548 -0.24 -0.17 0.06
H 0.113325 -4.084826 -4.181847 -0.04 0.25 0.04
H -0.438793 -2.598273 -4.963146 0.12 -0.15 0.18
H -2.389519 -1.768783 -4.206757 -0.05 -0.08 0.31
H -4.001970 -1.185767 -2.379300 0.19 -0.17 0.05
H -3.433214 -1.789026 -0.017377 0.01 -0.13 -0.33
H -2.176399 -3.032980 1.362087 0.01 0.01 -0.15
H -1.012417 -5.192058 2.117889 0.34 0.08 0.09
H 0.979198 -5.865666 3.458517 0.02 0.33 -0.08
H 2.900385 -4.281725 3.714161 -0.26 0.05 -0.19
H 2.820717 -2.041138 2.555301 -0.05 -0.37 0.11
H 1.283804 -3.335836 -0.810888 -0.13 -0.26 -0.11
H 0.289168 -4.804473 -0.647147 0.01 0.18 -0.09
H 0.950958 -4.335123 -2.218671 -0.14 0.02 0.25
```
Forces are in eV/Å.

As for the charge: +4. Its LUMO energy (alpha / beta) is -14.7 / -15.7 eV. Its gap between HOMO and LUMO (alpha / beta) is 4.5 / 3.7 eV. The spin multiplicity is 4.

=====

3.
C3H8N2 | ωB97M-V/def2-TZVPD

Geometry as XYZ:
```
13
Properties=species:S:1:pos:R:3:forces:R:3
C -0.054344 1.346776 0.098927 -4.80 3.82 -1.59
C -1.417362 -0.881501 0.047462 -2.18 -2.53 -0.16
C 2.003524 -0.498419 0.025257 -1.22 -2.25 -0.54
H -1.106404 1.596347 -0.535468 2.40 1.19 2.27
H 0.723955 2.042261 -0.469476 -1.24 -2.47 0.84
H -0.063450 1.750233 1.230819 -0.14 -1.41 -2.33
H -1.248044 -1.826367 0.791839 -0.05 2.69 -1.81
H -2.370614 -0.428497 0.293176 0.17 0.81 0.53
H -1.644193 -1.259562 -0.970417 -0.06 -0.68 0.66
H 2.170645 0.486139 -0.305457 1.85 1.18 -0.50
H 2.531690 -1.525446 -0.110904 0.14 2.60 0.77
N -0.289381 -0.051148 -0.208919 3.76 1.79 2.16
N 0.763978 -0.750819 0.113161 1.35 -4.75 -0.31
```
Forces are in eV/Å.

As for the SMILES: C=NN(C)C. As for the charge: 0. Its LUMO energy is 1.0 eV. Its gap between HOMO and LUMO is 9.4 eV.

=====

4.
C30H42F8N4NbO7 | ωB97M-V/def2-TZVPD

Geometry as XYZ:
```
92
Properties=species:S:1:pos:R:3:forces:R:3
C 3.979451 -3.317294 0.643874 0.52 -0.41 -0.21
C 3.872715 -1.895621 1.326863 -0.33 0.72 2.12
O 3.520505 -1.850737 2.530897 0.96 -0.34 -2.91
N 4.112112 -0.618809 0.627581 -1.06 -3.01 -0.20
C 4.243630 -0.891646 -0.833798 0.19 -0.26 -1.04
C 2.908561 0.213366 0.962991 -0.26 1.57 1.00
C 2.695781 1.494049 0.048184 -1.05 0.36 0.76
C 1.245934 2.103373 0.458846 -0.42 -0.82 -0.65
C 0.245515 1.977082 -0.802294 1.58 0.25 -0.35
Nb -0.500586 -0.174314 -1.085399 -1.58 0.98 0.68
C -0.999954 -2.372521 -1.601489 0.74 -0.71 -1.59
C 0.238974 -3.195692 -2.189496 -0.65 -1.16 0.60
O 1.077972 -2.434185 -3.104364 -1.38 -0.54 -0.85
C 0.391543 -2.176987 -4.330257 0.49 1.61 -0.46
C 1.065804 -2.854973 -5.603915 1.18 -1.14 1.28
F 1.995392 -2.040112 -6.273929 -1.71 -1.14 1.14
F 1.802272 -3.979843 -5.124803 -1.08 1.68 -1.22
C 0.041701 -3.434899 -6.681784 2.06 -0.48 -1.24
F -0.344992 -4.729903 -6.304278 -0.05 2.43 -0.54
F 0.784232 -3.598111 -7.884313 -1.37 0.15 2.06
C -1.174179 -2.474390 -7.047273 -0.82 0.95 -1.80
F -1.421282 -2.662962 -8.432312 0.43 0.19 2.47
F -0.860984 -1.105440 -6.920081 -0.23 -2.77 0.16
C -2.545928 -2.804343 -6.304161 -2.18 0.30 0.07
F -2.897481 -1.870784 -5.315396 1.08 -1.34 -1.72
F -3.591375 -2.750932 -7.271741 1.80 0.01 1.59
C -2.703817 0.433989 -1.239085 -1.20 -1.00 0.53
C -3.602248 0.003380 -0.008843 -2.61 1.78 -0.01
O -4.700481 0.581318 0.226417 3.17 -1.15 -0.60
N -3.243235 -1.105605 0.919780 -0.64 0.37 -0.71
C -3.492303 -0.687604 2.330612 0.27 0.10 0.38
C -4.157404 -2.225456 0.524344 -0.77 0.35 -0.06
H 3.046062 -3.606122 0.048470 1.14 0.77 0.86
H 4.130522 -4.111316 1.447621 -0.35 1.31 -0.88
H 4.853137 -3.413906 -0.070781 -1.05 0.26 0.81
H 5.136129 -1.579812 -1.040681 -1.29 0.96 0.48
H 4.454181 0.045215 -1.453326 -0.53 -1.17 1.14
H 3.278541 -1.392477 -1.177905 1.32 0.76 -0.13
H 1.964957 -0.430043 1.040950 1.24 0.98 -0.51
H 3.078364 0.605814 2.027716 -0.24 -0.53 -1.50
H 2.628515 1.283488 -1.060681 0.33 0.03 1.34
H 3.489675 2.284758 0.261059 -0.79 -1.18 -0.36
H 0.802375 1.433318 1.276810 0.72 1.32 -0.76
H 1.303075 3.187343 0.784124 0.08 -1.28 -0.14
H 0.843315 2.361997 -1.705355 -1.04 -0.33 1.11
H -0.686909 2.617914 -0.683822 1.05 -0.80 -0.06
H -0.621024 -0.474414 0.707971 0.34 0.05 0.58
H 1.244138 -0.695530 -1.098724 0.00 -0.18 -0.12
H -0.384190 0.137228 -2.896675 0.07 0.09 -0.34
H -1.774547 -2.313998 -2.452705 0.80 0.00 1.16
H -1.522503 -2.902670 -0.742037 0.85 0.56 -0.86
H -0.082867 -4.131241 -2.779188 0.29 1.06 0.80
H 0.909387 -3.578841 -1.346108 -0.77 0.79 -1.17
H -0.711811 -2.435088 -4.308650 1.26 0.12 0.14
H 0.462648 -1.044172 -4.493533 -0.32 -1.53 0.05
H -2.606395 -3.831520 -5.840856 0.40 1.16 -0.55
H -3.146598 -0.105506 -2.153782 0.51 0.79 1.17
H -2.820121 1.552548 -1.357741 -0.12 -1.57 -0.01
H -2.903089 0.257712 2.591061 -0.59 -1.42 -0.53
H -3.129519 -1.542537 2.982435 -0.48 1.07 -0.63
H -4.581537 -0.449108 2.548855 1.08 -0.44 -0.33
H -4.207048 -2.291168 -0.609821 0.26 -0.05 1.38
H -3.846846 -3.229382 0.952395 -0.26 1.31 -0.40
H -5.210727 -1.926200 0.874740 1.17 -0.77 -0.45
C 5.211945 -1.656805 6.641261 -0.02 0.11 0.03
C 5.489276 -1.014754 7.844486 -0.10 0.08 -0.19
C 5.135680 0.317353 8.019941 0.04 0.01 0.15
C 4.499807 0.996479 6.983776 0.20 -0.80 -0.14
C 4.225775 0.362761 5.774308 -0.05 0.07 -0.05
C 4.585635 -0.969601 5.606366 0.08 -0.09 0.11
N 4.103526 2.393189 7.174757 -0.14 0.42 -0.01
O 4.377084 2.921789 8.241809 -0.05 -0.15 -0.26
O 3.520068 2.948978 6.260866 0.21 -0.17 0.31
H 5.484591 -2.699056 6.509733 -0.03 0.10 -0.01
H 5.979049 -1.555070 8.647288 -0.04 0.10 -0.04
H 5.356601 0.806813 8.961025 -0.12 0.11 -0.18
H 3.735486 0.886883 4.962140 0.04 0.06 0.18
H 4.374385 -1.474479 4.669068 -0.06 0.16 0.03
C -6.273159 6.759617 0.757813 0.02 -0.01 0.00
C -6.161022 6.037226 -0.425587 0.15 0.03 0.22
C -5.094457 5.165285 -0.610536 -0.03 -0.04 -0.11
C -4.148167 5.021867 0.399493 -0.68 0.51 0.09
C -4.249345 5.746427 1.582979 0.05 0.02 0.11
C -5.317509 6.618397 1.758815 -0.03 -0.10 -0.24
N -3.037409 4.085975 0.218744 0.44 -0.46 -0.09
O -2.971490 3.482588 -0.838833 -0.14 0.70 0.38
O -2.245617 3.960064 1.136399 -0.28 0.10 -0.22
H -7.110305 7.435425 0.901264 0.08 -0.06 -0.01
H -6.907735 6.151689 -1.203446 0.10 -0.05 0.05
H -5.017400 4.607482 -1.536304 0.16 -0.06 0.20
H -3.512641 5.641984 2.370788 0.01 -0.15 -0.22
H -5.407782 7.185819 2.678371 0.05 -0.08 -0.07
```
Forces are in eV/Å.

As for the charge: -1. Its LUMO energy is 1.3 eV. Its gap between HOMO and LUMO is 6.3 eV.

=====

no.,calculated total energy (hartree)
1,-2941.29090
2,-1604.70056
3,-228.43799
4,-2769.40988